This record from OMol25 describes the ion CH6NOS with charge +1 in a non-equilibrium geometry. The level of theory is ωB97M-V with the def2-TZVPD basis set.

Geometry as XYZ:
```
10
Properties=species:S:1:pos:R:3:forces:R:3
N -0.87676 0.19957 -0.31150 -2.255 -0.949 0.770
C -0.17966 -1.00253 0.33265 0.335 1.670 1.414
S 1.65350 -0.56169 0.04948 -0.716 -1.171 0.170
O 1.38637 1.07669 0.14691 0.666 1.153 0.214
H -1.65760 0.45027 0.31842 0.364 0.059 -0.401
H -1.32295 0.15077 -1.26027 1.170 -0.299 0.792
H -0.12990 0.90033 -0.18006 0.017 1.107 -0.718
H -0.38088 -1.91296 -0.22972 -0.112 -0.055 0.565
H -0.51370 -0.92648 1.50680 1.047 -0.706 -3.091
H 2.02158 1.62602 -0.37271 -0.515 -0.809 0.286
```
Positions in Å, forces in eV/Å.

Results
Molecular weight (g/mol): 80.1
Relative energy (zero: lowest compared OMol25 entry of this formula, charge and spin) (kcal/mol): 28.5
Spin multiplicity: 1
Energy (eV): -15498.6660
F_max (eV/Å): 3.3
SMILES string: [NH3+]CSO
Kohn-Sham gap (eV): 9.67
Total charge: +1